The following is a quantum chemistry calculation of a structure of composition C22H50AlNO5S in a non-equilibrium geometry, from the OMol25 dataset.

```
80
C22H50AlNO5S | the OMol25 dataset | ωB97M-V/def2-TZVPD
C -2.6119 8.8307 6.1871
C -2.5357 9.1401 4.6321
C -1.3159 8.3464 4.0655
C -1.0562 8.5187 2.5325
C -2.3355 8.4774 1.6300
C -2.7335 7.0420 1.1242
C -1.6538 6.5879 0.0656
C -2.2002 5.3744 -0.8050
C -1.3406 4.0712 -0.5643
C -0.8005 3.5150 -1.9288
C 0.6048 2.8532 -1.7862
C 0.5369 1.4204 -1.1313
C 1.8196 0.5818 -1.4990
C 2.1197 -0.5535 -0.4669
C 0.8255 -1.3609 -0.0510
O 0.3805 -0.6454 1.1035
Al 0.8464 -1.6053 2.6157
O 0.5044 -3.1911 1.6979
C 1.0764 -2.8568 0.4469
C 0.8075 -4.0292 -0.5402
S -0.9580 -4.2127 -1.0366
O -0.9325 -4.7819 -2.4282
O -1.7303 -2.9552 -0.9383
H -3.6651 8.9326 6.5148
H -1.9174 9.4714 6.7658
H -2.3464 7.7536 6.2906
H -2.4085 10.2279 4.4733
H -3.4859 8.7608 4.1952
H -1.3695 7.2781 4.3760
H -0.4126 8.7482 4.5900
H -0.4667 9.4204 2.2694
H -0.4255 7.6511 2.2223
H -3.2315 8.9554 2.0744
H -2.0972 9.0691 0.7139
H -2.8723 6.3018 1.9348
H -3.6746 7.1676 0.5378
H -1.3752 7.4345 -0.6041
H -0.7288 6.2852 0.5967
H -3.2428 5.2134 -0.4455
H -2.2242 5.6565 -1.8807
H -0.5326 4.2197 0.1845
H -2.0320 3.3236 -0.1140
H -1.5525 2.8491 -2.3963
H -0.6850 4.3858 -2.6196
H 1.3029 3.4641 -1.1660
H 1.0901 2.7852 -2.7890
H -0.3661 0.8712 -1.4723
H 0.4826 1.5449 -0.0277
H 2.6641 1.3072 -1.5804
H 1.7097 0.1309 -2.5122
H 2.8732 -1.2471 -0.9260
H 2.5878 -0.1237 0.4426
H 0.1467 -1.2455 -0.9257
H -0.0836 -1.2400 3.8728
H 2.4342 -1.6550 2.8833
H 2.1781 -2.9567 0.6468
H 1.4673 -3.9751 -1.4351
H 1.0658 -4.9696 -0.0003
H -1.4883 -5.2181 -0.2321
C 1.2266 -9.4907 -0.9218
N 2.1549 -9.0939 -2.0425
C 3.1963 -10.1674 -2.1865
C 2.8311 -7.8013 -1.6941
C 1.4114 -8.9900 -3.3688
C 0.3485 -7.9102 -3.4175
O -0.6467 -8.1499 -2.4402
H 1.8380 -9.8024 -0.0751
H 0.6314 -8.6334 -0.6283
H 0.6036 -10.3144 -1.2601
H 3.7419 -10.2472 -1.2488
H 3.8717 -9.8868 -2.9927
H 2.6944 -11.1054 -2.4158
H 2.0741 -7.0403 -1.5181
H 3.4775 -7.5155 -2.5221
H 3.4158 -7.9543 -0.7888
H 0.9653 -9.9702 -3.5437
H 2.1636 -8.8000 -4.1351
H -0.1197 -7.9208 -4.4056
H 0.7789 -6.9158 -3.2627
H -1.2939 -7.4355 -2.5147
```

Properties
charge: 0
HOMO-LUMO gap: 0.2183 hartree

***

The following is a quantum chemistry calculation of a structure of composition C22H50CoN3OP2S in a non-equilibrium geometry, from the OMol25 dataset.

```
80
C22H50CoN3OP2S | the OMol25 dataset | ωB97M-V/def2-TZVPD
Co 0.9034 1.0000 1.3970
P -0.5366 -2.0682 -3.2844
P 0.5832 2.4659 -0.0533
N 0.7152 0.5028 -3.0552
C 0.4892 -1.4288 -4.6326
H 1.3221 -2.1227 -4.8173
H -0.1267 -1.4064 -5.5429
C 1.0482 -0.0210 -4.3629
H 2.1488 -0.0634 -4.4174
H 0.7265 0.6656 -5.1732
C 0.9634 1.9237 -2.9005
H 0.0389 2.5019 -3.0833
H 1.6723 2.2222 -3.6917
C 1.6126 2.3242 -1.5671
H 2.0736 3.3156 -1.7093
H 2.4214 1.6139 -1.3378
C 1.4434 3.7970 0.9220
C 2.4828 3.0751 1.7934
H 3.4665 3.1049 1.3048
H 2.2274 1.9935 2.0154
H 2.5588 3.5936 2.7586
C -0.9888 3.1735 -0.6978
C -2.1144 3.1257 0.3346
H -3.0123 3.5884 -0.0993
H -1.8575 3.6551 1.2616
H -2.3526 2.0873 0.5936
C -1.8031 -3.1858 -3.9187
C -2.6108 -3.8509 -2.8049
H -3.4807 -4.3472 -3.2522
H -2.9788 -3.1240 -2.0709
H -2.0296 -4.6224 -2.2820
C 0.5479 -2.7813 -2.0063
C -0.1434 -2.9481 -0.6516
H 0.6346 -3.0268 0.1213
H -0.7535 -3.8611 -0.6083
H -0.7661 -2.0832 -0.3871
C 2.0222 -0.0690 0.7095
O 2.6875 -0.8899 0.1991
C -0.7755 4.5626 -1.3313
H 0.2431 4.9586 -1.2155
H -0.9752 4.5127 -2.4090
H -1.4700 5.2998 -0.9058
C -1.2588 -4.2026 -4.9306
H -2.0970 -4.7916 -5.3261
H -0.7731 -3.7139 -5.7858
H -0.5484 -4.9033 -4.4696
C 1.2124 -4.0805 -2.4600
H 1.9761 -4.3581 -1.7218
H 0.4934 -4.9106 -2.5085
H 1.7166 -3.9874 -3.4293
C 0.5114 4.6759 1.7649
H -0.0554 4.0833 2.5016
H 1.1318 5.3821 2.3328
H -0.2048 5.2579 1.1716
H 1.9391 4.4194 0.1619
H 1.3211 -2.0029 -1.8916
H -1.2458 2.4598 -1.4967
H -2.4658 -2.4832 -4.4536
H -0.2961 0.2194 -2.7977
H -1.1723 -0.9152 -2.7343
C 0.0831 -3.1175 5.1971
C 0.9479 -1.9564 4.7522
N 0.5536 -1.4348 3.4324
C -0.0033 -0.2286 3.2241
S -0.9329 -0.0136 1.7600
N -0.1085 0.6372 4.3170
C -1.2829 0.4355 5.1948
C -1.2798 1.4614 6.3092
H -0.9420 -2.7970 5.4186
H 0.5067 -3.5544 6.1060
H 0.0439 -3.8991 4.4303
H 0.9050 -1.1205 5.4543
H 1.9944 -2.2724 4.6711
H 0.4516 -2.1194 2.6810
H -0.0885 1.6138 4.0105
H -2.2015 0.5024 4.5890
H -1.2181 -0.5815 5.5980
H -1.2729 2.4843 5.9176
H -2.1854 1.3278 6.9065
H -0.4124 1.3208 6.9615
```

Properties
spin multiplicity: 4
charge: +1
HOMO-LUMO gap (alpha / beta): 0.1594 / 0.2759 hartree
<S²>: 3.78

***

The following is a quantum chemistry calculation of a cluster of 8 separate species, C22H50F12N5O10PS2 in total in a non-equilibrium geometry, from the OMol25 dataset.

```
102
C22H50F12N5O10PS2 | the OMol25 dataset | ωB97M-V/def2-TZVPD
C -12.7749 -6.6338 4.1719
C -11.8723 -5.4460 3.9450
O -12.0145 -4.6819 3.0616
N -10.4957 -5.5266 4.6388
H -10.2494 -4.6163 5.0588
H -10.5370 -6.1860 5.4383
C -9.4593 -6.1061 3.7145
H -13.4053 -6.4661 5.0418
H -12.1317 -7.5040 4.3076
H -13.3291 -6.7710 3.2490
H -9.4187 -5.3916 2.8942
H -9.8096 -7.0789 3.3898
H -8.5185 -6.1012 4.2537
C -6.4620 -3.7538 10.9209
C -6.5596 -2.8397 12.0934
O -6.9595 -1.7270 12.0820
N -6.3079 -3.4563 13.4751
H -6.3203 -4.4790 13.4249
H -5.3409 -3.2241 13.7315
C -7.2513 -2.9983 14.5498
H -5.5844 -4.4025 10.8511
H -6.4730 -3.1602 10.0126
H -7.2954 -4.4616 10.9630
H -7.0135 -1.9669 14.8004
H -7.1582 -3.6455 15.4143
H -8.2534 -2.9371 14.1324
C -4.3653 -7.9281 6.7571
C -4.7890 -7.8096 8.1671
O -4.0484 -7.7103 9.0894
N -6.2510 -7.8672 8.4184
H -6.3635 -7.5318 9.3791
H -6.8558 -7.2492 7.8521
C -6.7734 -9.3100 8.4467
H -4.8520 -7.1874 6.1210
H -4.5496 -8.9295 6.3611
H -3.2939 -7.7676 6.6602
H -7.8451 -9.0835 8.4435
H -6.4563 -9.8973 9.2966
H -6.6377 -9.7612 7.4674
C -4.8266 -4.8098 3.3199
C -4.6054 -3.3031 3.2410
O -5.2044 -2.5907 2.5218
N -3.7117 -2.6973 4.2964
H -3.0774 -3.4245 4.6383
H -3.0530 -2.1526 3.7174
C -4.3753 -1.7913 5.3225
H -5.7264 -4.9072 3.9293
H -3.9172 -5.2461 3.7351
H -5.0002 -5.2104 2.3256
H -5.1112 -2.4123 5.8257
H -4.8094 -0.9542 4.7859
H -3.5693 -1.4824 5.9815
C -8.9015 3.6017 6.7167
C -8.8233 2.0580 6.8315
C -9.4543 1.7163 8.1635
N -9.3392 0.2713 8.5640
C -7.9027 -0.1053 8.6893
C -10.0738 -0.6441 7.5910
C -10.8424 -1.7103 8.3620
C -10.5452 -1.4487 9.8333
C -10.0199 -0.0023 9.9231
H -8.5587 4.0211 5.7744
H -8.4459 4.0552 7.5921
H -9.9734 3.8188 6.6801
H -7.7829 1.7285 6.7314
H -9.2474 1.5058 5.9872
H -10.5109 1.9808 8.1957
H -8.9668 2.2594 8.9765
H -7.3761 0.6656 9.2454
H -7.4414 -0.2517 7.7155
H -7.8520 -1.0813 9.1669
H -9.3136 -0.9948 6.8967
H -10.7159 0.0118 7.0080
H -10.6238 -2.7277 8.0543
H -11.9000 -1.5522 8.1525
H -9.7718 -2.1347 10.1864
H -11.3754 -1.4850 10.5368
H -9.2707 0.2270 10.6767
H -10.8120 0.7441 9.9361
C -8.6508 -1.7539 3.4808
F -7.8258 -1.2715 4.4399
F -8.4586 -0.9191 2.4339
F -8.3566 -2.9994 3.1177
S -10.4717 -1.6163 3.9762
O -11.2928 -1.7492 2.7932
O -10.6282 -2.6909 4.9440
O -10.5187 -0.2776 4.5552
C -10.2808 -9.8365 7.4565
F -11.2348 -10.5460 6.8698
F -9.8460 -10.3894 8.5936
F -9.2343 -9.8271 6.6003
S -10.7935 -8.0699 7.7991
O -9.6678 -7.5392 8.5354
O -10.9197 -7.4488 6.4880
O -12.0015 -8.1849 8.5697
P -7.4880 -4.6725 7.1173
F -9.0569 -4.3356 6.9351
F -7.7300 -4.9599 8.6806
F -7.8036 -6.2714 6.9451
F -5.8835 -5.0115 7.2121
F -7.2138 -4.3657 5.5657
F -7.1955 -3.1229 7.5018
```

Properties
charge: +2
HOMO-LUMO gap: 0.2472 hartree

***

The following is a quantum chemistry calculation of a structure of composition C22H50FeN3OP2S in a non-equilibrium geometry, from the OMol25 dataset.

```
80
C22H50FeN3OP2S | the OMol25 dataset | ωB97M-V/def2-TZVPD
Fe 1.0346 -0.0474 -0.0399
P 1.9383 1.9669 -0.0284
P 0.5735 -2.2583 -0.3177
N 3.0401 -0.6267 -0.5734
C 3.5089 1.7365 -1.0166
H 3.5661 2.4752 -1.8309
H 4.3813 1.9234 -0.3633
C 3.5849 0.3266 -1.5910
H 2.9555 0.2281 -2.4882
H 4.6189 0.0537 -1.8655
C 3.2594 -2.0954 -0.8743
H 3.5294 -2.5751 0.0773
H 4.0984 -2.2138 -1.5695
C 1.9738 -2.7074 -1.4253
H 2.0886 -3.8005 -1.5296
H 1.7481 -2.3023 -2.4241
C -0.9952 -2.8848 -1.1329
C -1.7747 -1.8928 -1.9460
H -1.3263 -1.5549 -2.8709
H -1.8880 -0.9013 -1.3553
H -2.8198 -2.1696 -2.0757
C 0.7869 -3.2987 1.2077
C -0.2768 -2.9613 2.2619
H 0.1903 -2.8550 3.2468
H -1.0390 -3.7472 2.3419
H -0.7768 -2.0126 2.0194
C 2.5598 2.7071 1.5816
C 1.4423 3.4959 2.2782
H 1.6327 3.6078 3.3559
H 0.4807 2.9944 2.1465
H 1.3798 4.5096 1.8589
C 1.1204 3.3927 -0.9551
C -0.3043 3.6865 -0.4671
H -0.8479 4.2519 -1.2412
H -0.3165 4.2852 0.4527
H -0.8607 2.7580 -0.2741
C 0.3654 0.3035 -1.7541
O -0.0295 0.5569 -2.8536
C 0.8426 -4.8253 0.9125
H 0.5362 -5.0601 -0.1108
H 1.8522 -5.2269 1.0662
H 0.1727 -5.3616 1.5980
C 3.7855 3.5977 1.3079
H 3.7073 4.5326 1.8754
H 4.7047 3.0875 1.5978
H 3.8697 3.8626 0.2486
C 1.9885 4.6607 -1.0204
H 1.4867 5.4221 -1.6329
H 2.1450 5.0951 -0.0267
H 2.9675 4.4716 -1.4737
C -1.8764 -3.5798 -0.0844
H -2.1438 -2.9040 0.7400
H -2.8165 -3.9182 -0.5343
H -1.3662 -4.4503 0.3291
H -0.6403 -3.6362 -1.8514
H 1.0404 2.9659 -1.9682
H 1.7612 -2.9724 1.5887
H 2.8608 1.8593 2.2251
H 3.5031 -0.4342 0.3241
H 1.4319 -0.3623 1.4555
C -2.9650 1.2674 -2.0322
N -3.4967 0.5849 -0.8212
C -4.8887 0.9094 -0.4909
C -2.8155 -0.1622 0.0500
S -1.0639 -0.0775 0.0685
N -3.2835 -0.7403 1.1747
C -4.4659 -1.6183 1.1637
C -2.8013 -0.3630 2.5343
H -3.7198 1.9250 -2.5108
H -2.6737 0.5426 -2.8034
H -2.1097 1.9158 -1.7918
H -5.5097 0.0062 -0.5648
H -4.9331 1.3250 0.5239
H -5.3344 1.6399 -1.1734
H -4.2565 -2.5427 1.7182
H -5.3182 -1.1086 1.6337
H -4.6985 -1.8952 0.1310
H -2.5460 -1.2596 3.1219
H -1.9323 0.2976 2.4707
H -3.6031 0.1753 3.0667
```

Properties
spin multiplicity: 6
charge: +2
HOMO-LUMO gap (alpha / beta): 0.1653 / 0.1984 hartree
<S²>: 8.86

***

The following is a quantum chemistry calculation of a cluster of 7 separate species, C22H50N2O20S5 in total in a non-equilibrium geometry, from the OMol25 dataset.

```
99
C22H50N2O20S5 | the OMol25 dataset | ωB97M-V/def2-TZVPD
O -1.4020 -3.3782 3.3338
S 0.0544 -3.2058 3.1308
O 0.8244 -2.1848 3.8500
O 0.7731 -4.7097 3.0350
C 1.1808 -4.9597 1.6459
C 0.4423 -4.1149 0.7383
O 0.2701 -2.9117 1.5112
H 2.2551 -4.8366 1.5086
H 0.9136 -5.9766 1.3586
H -0.5088 -4.6436 0.6758
H 0.7917 -3.9762 -0.2848
O -2.6572 -1.3151 -0.2694
S -1.4395 -1.3687 -1.0660
O -1.0823 -2.5541 -1.7689
O -1.4158 -0.1065 -2.1478
C -0.4634 0.8725 -1.8313
C 0.0146 0.6953 -0.3431
O -0.0751 -0.7295 -0.2293
H 0.3500 0.9628 -2.5512
H -1.0058 1.8150 -1.9064
H -0.6485 1.0963 0.4235
H 0.9811 1.1989 -0.3251
O -6.0498 -3.9977 -5.9660
S -5.3378 -4.3204 -4.6840
O -6.1513 -4.6801 -3.5003
O -3.9956 -5.2884 -4.9431
C -2.9228 -4.8777 -4.1093
C -3.3239 -3.5284 -3.4676
O -4.3401 -3.1032 -4.2070
H -2.6040 -5.4960 -3.2702
H -2.1291 -4.7965 -4.8521
H -2.5606 -2.7789 -3.6767
H -3.4345 -3.5506 -2.3834
O 0.2682 0.6944 -5.1264
S 1.0666 1.6283 -5.9571
O 1.6312 1.1254 -7.2231
O 0.2954 3.0822 -6.3365
C 1.1160 4.2577 -6.0889
C 2.3324 3.8854 -5.2598
O 2.2932 2.3981 -5.0810
H 1.3438 5.0552 -6.7962
H 0.4453 4.9944 -5.6465
H 2.4574 4.3752 -4.2941
H 3.1525 4.2891 -5.8536
O -5.0016 0.2482 5.0881
S -3.8486 1.2066 4.9777
O -3.9445 2.5874 5.5100
O -2.4864 0.3525 5.4672
C -2.0880 -0.5840 4.5028
C -2.6559 -0.0639 3.1433
O -3.2649 1.1981 3.3986
H -1.0033 -0.5349 4.5980
H -2.3721 -1.6118 4.7287
H -3.4024 -0.7529 2.7483
H -1.8123 -0.1030 2.4541
C 5.9098 -2.1717 4.3984
C 4.8659 -2.3233 3.2733
N 5.4207 -1.7328 2.0019
C 4.3024 -1.4854 1.0640
C 3.6850 -0.1595 1.4381
C 6.3561 -2.7029 1.4751
C 7.8892 -2.3732 1.7393
H 6.2952 -1.1558 4.3128
H 6.7171 -2.8997 4.3180
H 5.4675 -2.1921 5.3944
H 4.5994 -3.3667 3.1045
H 3.9467 -1.9357 3.7125
H 4.7242 -1.3983 0.0628
H 3.5476 -2.2657 0.9668
H 4.5039 0.4619 1.8005
H 3.1974 0.2422 0.5499
H 2.8879 -0.0509 2.1735
H 6.4003 -2.7357 0.3865
H 6.1829 -3.7013 1.8768
H 8.2537 -1.5251 1.1597
H 8.6094 -3.1725 1.5643
H 8.0967 -2.1310 2.7815
C -3.8274 5.3894 1.4911
C -2.8953 4.1809 1.3490
N -2.5089 3.8158 -0.0527
C -3.6964 3.5753 -0.8539
C -4.4482 2.2671 -0.5612
C -1.6253 4.8984 -0.6450
C -0.3303 5.1172 0.2494
H -3.4869 6.2467 0.9104
H -3.8942 5.7545 2.5159
H -4.8702 5.2048 1.2332
H -2.0600 4.3247 2.0343
H -3.3419 3.2710 1.7501
H -4.3485 4.4410 -0.9705
H -3.3259 3.5268 -1.8778
H -5.0710 2.3021 0.3327
H -5.0610 2.2010 -1.4602
H -3.8657 1.3506 -0.4677
H -2.2322 5.8023 -0.6979
H -1.0944 4.7751 -1.5889
H 0.2590 4.2321 0.4892
H -0.4408 5.5833 1.2285
H 0.4813 5.5363 -0.3454
```

Properties
charge: 0
HOMO-LUMO gap: 0.3172 hartree
SMILES: O=S1(=O)OCCO1.O=S1(=O)OCCO1.O=S1(=O)OCCO1.O=S1(=O)OCCO1.O=S1(=O)OCCO1.CCN(CC)CC.CCN(CC)CC

***

| no. | E_tot (eV) |
| --- | --- |
| 1 | -52781.2023 |
| 2 | -97174.2458 |
| 3 | -115109.9778 |
| 4 | -93921.8423 |
| 5 | -121719.3347 |